An isolated molecule of C4H7ClN2S, computed with ωB97M-V/def2-TZVPD.

Results
total charge = 0
LUMO level = 0.561 eV
SMILES = C[C@@H]1[C@@H](Cl)C(=S)N1N
multiplicity = 1

XYZ file:
```
15
Properties=species:S:1:pos:R:3:mulliken_charge:R:1
C -1.40727 2.10653 0.86146 -1.37
C -1.02987 0.99457 -0.06357 -0.06
C -0.74303 -0.43104 0.48495 0.14
Cl -1.56276 -1.67325 -0.43154 -0.19
C 0.71706 -0.19589 0.13556 -0.03
S 2.07238 -1.09944 0.43409 -0.32
N 0.39864 0.91076 -0.51454 0.36
N 1.25670 1.93542 -0.93940 -0.79
H -2.44705 1.93280 1.17832 0.36
H -1.39316 3.05222 0.33976 0.37
H -0.78236 2.11457 1.77434 0.33
H -1.63880 0.93886 -1.01194 0.34
H -0.79891 -0.60396 1.56911 0.35
H 1.77899 2.26138 -0.11478 0.25
H 1.88138 1.57228 -1.67681 0.26
```

---

A cluster of 2 separate species, C4H7ClN2S in total, computed with ωB97M-V/def2-TZVPD.

Results
total charge = 0
LUMO level = -0.837 eV
multiplicity = 1

XYZ file:
```
15
Properties=species:S:1:pos:R:3:mulliken_charge:R:1
C -0.61090 1.26431 0.11778 0.70
C 0.34182 0.24744 0.29492 0.78
C -0.32763 -1.22477 0.70345 -0.95
C 1.67835 0.46907 0.06278 -0.69
H -2.26512 0.08838 0.59899 0.20
H -2.55338 1.94576 0.42249 0.06
H -1.85731 3.16794 -0.38048 0.29
H 0.43203 3.19195 -0.74536 0.27
H -0.84735 -1.02610 1.58343 0.47
H 0.41537 -1.95025 0.73317 0.45
H 2.17618 1.60712 -0.07551 0.01
N -1.94198 1.15547 0.60744 -0.42
N -0.51342 2.59350 -0.53924 -0.60
S 2.99899 -0.56783 -0.10825 -0.30
Cl -1.92860 -1.68933 -0.46798 -0.28
```

---

These records have F_max values of 2.2; 6.2 eV/A, in the order they appear.
These records have energy above the lowest of the compared OMol25 structures with the same formula, charge and spin values of 1.368; 5.123 eV, in the order they appear.
These records have gap between HOMO and LUMO values of 9.13; 7.10 eV, in the order they appear.